{
  "formula": "C33H88O33S11",
  "method": "ωB97M-V/def2-TZVPD",
  "elements": ["S", "S", "S", "S", "S", "S", "S", "S", "S", "S", "S", "O", "O", "O", "O", "O", "O", "O", "O", "O", "O", "O", "O", "O", "O", "O", "O", "O", "O", "O", "O", "O", "O", "O", "O", "O", "O", "O", "O", "O", "O", "O", "O", "O", "C", "C", "C", "C", "C", "C", "C", "C", "C", "C", "C", "C", "C", "C", "C", "C", "C", "C", "C", "C", "C", "C", "C", "C", "C", "C", "C", "C", "C", "C", "C", "C", "C", "H", "H", "H", "H", "H", "H", "H", "H", "H", "H", "H", "H", "H", "H", "H", "H", "H", "H", "H", "H", "H", "H", "H", "H", "H", "H", "H", "H", "H", "H", "H", "H", "H", "H", "H", "H", "H", "H", "H", "H", "H", "H", "H", "H", "H", "H", "H", "H", "H", "H", "H", "H", "H", "H", "H", "H", "H", "H", "H", "H", "H", "H", "H", "H", "H", "H", "H", "H", "H", "H", "H", "H", "H", "H", "H", "H", "H", "H", "H", "H", "H", "H", "H", "H", "H", "H", "H", "H"],
  "coordinates": [[4.2948, -9.2135, -4.8979], [-4.0747, -10.1878, -3.1928], [-6.1464, -4.7654, 2.9132], [-0.7906, 0.8700, 7.6393], [6.3972, 0.6754, -4.7762], [-1.9220, 2.0778, -6.8009], [-6.6218, 5.5284, 1.1428], [-1.2036, 9.6831, 9.8613], [1.3376, -0.4584, 0.5245], [6.5084, -6.0375, 2.6316], [-1.4197, 10.4852, -2.9090], [7.8764, 0.4452, -4.9200], [-3.0488, 1.1825, -6.4884], [-0.8823, 10.0136, -4.2082], [0.9612, -1.5010, 1.4616], [-5.1776, 5.8113, 1.0602], [-4.6423, -5.5874, 2.9789], [-0.0596, 9.3686, 10.7483], [5.9073, 1.6363, -6.0182], [-6.5837, -4.3615, 4.2558], [0.7085, 1.6405, 7.4408], [-1.2008, 8.4706, 8.7134], [-2.8466, 10.3615, -2.4491], [-1.7360, 1.2519, 6.5861], [-4.1571, -11.1876, -4.5510], [1.1968, -1.0280, -1.0149], [5.0885, -10.5268, -4.2124], [5.4835, -0.4209, -4.5999], [3.8064, -9.6148, -6.2094], [-0.6724, -0.5793, 7.8970], [7.9213, -5.4938, 1.9808], [2.7023, 0.0729, 0.6523], [-1.0949, 1.5781, -8.1796], [-7.2098, 4.2032, 0.9834], [5.1293, -8.0087, -4.8011], [-7.2006, 6.0692, 2.6047], [-3.0613, -10.6076, -2.2687], [6.8208, -7.1965, 3.4489], [-2.5421, 9.8231, 10.4895], [-6.9775, -5.4456, 1.9609], [5.4864, -6.0105, 1.5521], [-0.9829, 2.4504, -5.7906], [-1.0058, 12.1106, -2.8840], [-4.1078, -8.8062, -3.7198], [-2.4459, -6.0760, 3.6924], [-3.7429, -5.4478, 4.1053], [6.4575, -11.4818, -2.5454], [-5.5640, -3.2304, 2.0374], [-0.8959, 11.1034, 8.7314], [-0.1714, 9.8762, -1.5674], [-4.5960, -13.3904, -5.5669], [3.1907, 1.5987, 7.3281], [-0.2675, 7.3320, 6.8677], [1.8579, 0.9723, 7.8976], [4.2200, 3.3104, -6.3961], [-1.7768, 0.6514, -9.0072], [-7.5458, 6.6939, 0.0727], [2.9246, -9.1944, -3.6150], [0.4861, -2.3709, -2.7996], [0.1841, 0.9366, 0.4015], [5.9544, -10.1887, -3.1030], [-0.8013, -0.0252, -10.0059], [-2.5901, 3.5837, -7.5869], [-3.7886, -12.5694, -4.5289], [7.8248, -4.5667, 0.8521], [-6.6921, 7.2536, 3.1411], [9.2719, -4.0587, 0.5190], [6.2283, -4.5578, 3.7202], [-1.5444, 12.8705, -1.8472], [0.0284, 8.1087, 8.1235], [-5.6530, -10.5754, -2.4422], [4.5382, 1.8377, -6.2429], [6.1099, 2.0209, -3.5140], [0.5927, -2.2659, -1.2088], [-1.3021, 1.6142, 9.2818], [-6.2873, 6.7984, 4.5109], [-0.7281, 14.2163, -1.5687], [4.3216, 1.1470, -7.0579], [9.9892, -4.8197, 0.2117], [-5.6781, -13.3239, -5.4537], [-1.4909, 12.3189, -0.9086], [-5.8704, -9.8746, -1.6361], [3.3525, 2.6018, 7.7227], [1.4243, -2.6819, -3.2593], [-1.1585, 14.7305, -0.7094], [-0.8414, 7.9127, 6.1455], [-2.9667, 4.2376, -6.8003], [-0.2406, -3.1112, -3.1342], [-3.4312, 3.3131, -8.2253], [-4.3862, -13.1658, -6.6126], [1.8542, -0.0407, 7.4952], [0.4494, 1.5666, 1.2505], [-3.4878, -4.4006, 4.2678], [-1.6326, -5.4807, 4.1075], [1.8173, 0.9135, 8.9852], [-5.8778, 7.5470, 5.1891], [7.2161, -11.3421, -1.7753], [0.3481, 14.0921, -1.4484], [-1.6148, 11.0520, 7.9137], [0.5742, 7.4484, 8.7974], [3.8949, 1.4485, -5.4538], [-5.4663, 6.0879, 4.4152], [7.3218, -4.8745, -0.0646], [-3.9069, -12.9265, -3.5059], [3.2672, 3.4608, -6.9038], [-1.0319, 12.0175, 9.3093], [7.3190, -3.6432, 1.1341], [6.2621, -3.6537, 3.1122], [6.5714, 2.9388, -3.8783], [-4.0781, -5.7486, 5.0979], [-0.8348, 0.6301, 0.6379], [-0.2856, 0.7962, -10.5034], [-5.6212, -11.5472, -1.9495], [-2.6356, 1.0314, -9.5605], [9.6949, -3.6028, 1.4142], [6.5507, 1.7841, -2.5457], [-8.5579, 6.2903, 0.0453], [-2.7132, -12.7206, -4.6226], [-7.1184, 6.6927, -0.9301], [5.3207, -4.7486, 4.2928], [3.2774, 1.6924, 6.2456], [-0.1040, -0.6945, -9.5020], [-1.3644, -0.6299, -10.7167], [-0.6391, 1.1144, 9.9881], [-2.3806, 1.5870, 9.4374], [0.8160, 10.2991, -1.7527], [6.9148, -11.9946, -3.3916], [0.3559, 1.4546, -0.5421], [9.1664, -3.4535, -0.3814], [-6.4180, -10.3292, -3.1785], [1.1970, -3.0697, -0.7882], [0.1220, 11.0559, 8.3446], [4.1108, 3.7901, -5.4234], [-0.3038, 8.7989, -1.6666], [-1.8548, 4.1480, -8.1605], [4.9289, 3.7922, -7.0694], [-0.9194, 6.4701, 7.0101], [5.6457, -12.1254, -2.2066], [-2.3358, -7.1035, 4.0393], [-6.3959, -2.6779, 1.6005], [-4.3071, -14.4302, -5.4138], [2.1284, -8.6663, -4.1397], [0.6324, 6.9595, 6.3782], [-7.2082, 6.3697, 4.9063], [-2.3465, -6.1389, 2.6088], [-5.9020, 7.6805, 2.5233], [2.5259, -10.1710, -3.3405], [-2.1327, -0.1458, -8.3546], [-5.0219, -2.7528, 2.8536], [-1.0004, 2.6610, 9.3187], [0.7326, 8.9277, 7.9772], [-2.5974, 13.1337, -1.9480], [-7.4298, 7.7112, 0.4466], [-0.4139, -2.1953, -0.7968], [-4.9847, -3.4637, 1.1441], [-0.8144, 14.9628, -2.3583], [-0.5333, 10.2930, -0.6275], [3.2431, -8.6725, -2.7126], [5.0386, 2.1845, -3.3974], [5.4288, -9.7001, -2.2825], [6.7787, -9.5567, -3.4334], [7.1609, -4.6015, 4.2828], [4.0624, 0.9756, 7.5282], [-7.4792, 8.0048, 3.2072], [0.2626, -1.3966, -3.2343]],
  "atomic_forces_ev_per_a": [[0.49, -0.42, 0.77], [-0.80, 1.30, -1.57], [1.61, 1.70, -0.08], [-1.52, -1.06, 0.60], [2.64, 1.64, 0.26], [-1.78, 0.13, -1.71], [-0.13, 0.56, 0.37], [0.08, -1.16, 1.56], [2.21, -0.34, -0.42], [-1.00, 1.73, -1.36], [0.41, 0.55, -0.11], [-4.42, 0.74, 0.14], [2.30, 1.33, -0.71], [-1.82, 0.92, 2.92], [-0.36, 1.22, -1.00], [-2.61, -0.75, 0.20], [-2.55, 0.53, 0.48], [-2.05, 1.15, -1.94], [2.21, -1.08, 1.09], [0.79, -1.21, -2.13], [-2.73, -0.13, -0.66], [-1.49, 1.77, 1.37], [3.99, 0.06, -1.40], [2.29, 0.13, 1.56], [0.23, 1.80, 0.96], [1.25, 2.03, 1.88], [-0.36, 1.71, -0.97], [0.55, 0.63, -0.16], [0.54, 0.23, 2.15], [0.74, 2.66, -0.53], [-1.14, -0.60, -0.59], [-2.49, -0.50, -0.47], [-0.41, 0.59, 1.80], [1.31, 1.98, 0.31], [-1.45, -2.06, 0.15], [-0.15, -1.92, -2.81], [0.07, -0.10, -0.66], [-0.43, 1.47, -1.34], [3.07, -0.52, -2.19], [0.41, -0.43, 1.06], [2.10, -0.67, 2.34], [0.07, -0.44, -0.55], [-0.29, -1.74, -1.07], [0.11, -3.28, 0.95], [0.53, -0.92, 0.03], [0.38, 1.39, -0.08], [0.35, -0.78, -0.89], [-0.23, -1.13, 0.58], [-0.07, -0.44, 0.73], [-2.02, 0.80, -1.06], [0.43, 0.19, 0.55], [-0.75, 0.37, 0.40], [-0.62, -0.02, -0.85], [1.91, -1.12, -0.86], [-0.22, -0.13, -0.85], [0.09, -2.52, -0.32], [0.79, -0.75, 0.00], [0.15, 0.59, -1.26], [0.40, -0.34, 1.02], [0.49, -0.43, 1.20], [0.04, 0.07, 0.57], [-0.36, 0.98, 0.72], [-0.29, -0.07, 0.62], [-0.14, -0.61, 0.59], [1.74, 1.20, -0.12], [0.60, 1.13, 0.59], [-0.85, -1.23, 0.10], [0.87, -1.68, -0.71], [0.53, 2.16, 2.18], [1.20, -1.23, 0.23], [-0.04, 0.93, 0.15], [-1.60, -0.72, -0.11], [0.35, -0.72, -0.13], [-1.04, -0.79, -2.57], [1.24, 0.43, -1.23], [0.74, 0.41, 0.53], [-0.62, -0.62, -0.94], [-0.41, 0.69, -0.58], [-0.32, -0.48, 0.16], [0.07, 0.16, 0.32], [0.02, -0.22, 0.12], [0.60, 0.29, 0.05], [0.11, -0.06, 0.16], [0.22, 0.04, 0.32], [0.06, -0.38, 0.27], [0.25, 0.37, -0.09], [0.00, -0.17, 0.14], [-0.22, 0.12, 0.28], [0.15, -0.23, 0.04], [0.29, 0.34, 0.17], [-0.22, -0.19, 0.26], [0.28, 0.17, -0.14], [-0.48, 0.41, -0.31], [0.13, -0.17, -0.12], [0.44, 0.14, 0.06], [-0.41, 0.41, -0.11], [-0.19, 0.08, 0.05], [-0.12, -0.43, 0.28], [-0.04, -0.12, 0.23], [-0.11, -0.05, 0.31], [0.31, -0.15, 0.47], [-0.37, -0.43, 0.01], [-0.03, -1.00, 0.46], [-0.70, -0.35, 0.06], [-0.23, -0.33, 0.10], [-0.01, -0.14, 0.03], [-0.39, -0.18, 0.47], [-0.50, -0.24, -0.03], [0.08, -0.29, -0.25], [-0.68, -0.64, -0.42], [0.03, -0.28, -0.66], [0.28, -0.36, -0.33], [-0.17, -0.19, -0.72], [0.07, 0.65, 0.20], [-0.05, 0.54, -0.37], [-0.05, -0.35, -0.16], [0.03, 0.39, 0.15], [0.13, 0.45, -0.74], [0.08, -0.32, 0.07], [0.20, 0.32, -0.03], [-0.90, -0.09, -0.14], [0.10, 0.27, 0.05], [-0.07, 0.21, -0.05], [-0.62, -0.32, 0.18], [0.25, -0.66, -0.07], [-0.20, -0.35, -0.55], [0.26, -0.31, 0.15], [-0.19, -0.26, 0.12], [0.12, 0.66, 0.43], [-0.01, -0.82, -0.10], [-0.28, -0.02, 0.07], [-0.09, -0.13, 0.17], [0.45, 0.14, -0.10], [0.45, 0.11, 0.34], [0.25, -0.45, 0.17], [0.29, 0.17, 0.42], [0.16, -0.09, 0.60], [0.02, 0.16, 0.24], [-0.05, -0.01, 0.13], [-0.34, 0.04, 0.87], [-0.06, -0.09, 0.00], [-0.02, 0.26, 0.28], [0.12, 0.19, 0.13], [0.43, -0.28, 0.48], [-0.02, 0.37, 0.02], [0.24, -0.18, 0.09], [0.56, -0.19, -0.44], [-0.37, 0.06, -0.05], [0.06, 0.55, -0.56], [-0.02, 0.05, -0.43], [-0.39, 0.41, -0.29], [-0.01, -0.16, -0.59], [-0.27, -0.21, 0.27], [-0.01, -0.60, 0.15], [0.46, -0.47, 0.52], [-0.25, -0.30, -0.41], [-0.16, -0.40, 0.00], [0.16, 0.13, -0.33], [0.02, -0.26, -0.13], [-0.39, 0.49, -0.34], [-0.18, 0.05, -0.11], [-0.35, 0.15, 0.54], [-0.22, -0.13, 0.71], [-0.26, -0.05, -0.15], [-0.28, -0.02, 0.23]],
  "lowdin_charge": [0.69, 0.67, 0.69, 0.71, 0.70, 0.67, 0.69, 0.72, 0.66, 0.68, 0.75, -0.32, -0.30, -0.32, -0.29, -0.31, -0.28, -0.31, -0.28, -0.31, -0.28, -0.27, -0.33, -0.30, -0.28, -0.29, -0.28, -0.28, -0.29, -0.32, -0.28, -0.31, -0.27, -0.29, -0.31, -0.28, -0.29, -0.29, -0.30, -0.29, -0.33, -0.28, -0.27, -0.30, -0.08, -0.28, -0.08, -0.10, -0.11, -0.07, -0.06, -0.05, -0.07, -0.28, -0.06, -0.30, -0.10, -0.10, -0.04, -0.11, -0.30, -0.06, -0.12, -0.27, -0.25, -0.33, -0.06, -0.09, -0.30, -0.32, -0.13, -0.31, -0.10, -0.27, -0.09, -0.07, -0.05, 0.13, 0.07, 0.07, 0.09, 0.07, 0.07, 0.07, 0.07, 0.08, 0.07, 0.07, 0.07, 0.07, 0.11, 0.06, 0.11, 0.08, 0.12, 0.08, 0.09, 0.07, 0.07, 0.12, 0.11, 0.09, 0.12, 0.10, 0.08, 0.07, 0.10, 0.06, 0.07, 0.12, 0.07, 0.07, 0.07, 0.12, 0.07, 0.06, 0.07, 0.12, 0.07, 0.07, 0.07, 0.08, 0.08, 0.06, 0.07, 0.07, 0.08, 0.08, 0.08, 0.07, 0.12, 0.06, 0.08, 0.06, 0.07, 0.08, 0.08, 0.08, 0.08, 0.07, 0.07, 0.06, 0.08, 0.09, 0.08, 0.11, 0.07, 0.11, 0.06, 0.06, 0.11, 0.12, 0.06, 0.11, 0.06, 0.07, 0.05, 0.06, 0.06, 0.11, 0.12, 0.06, 0.07, 0.12, 0.07],
  "smiles": "CCOS(C)(=O)=O.CCOS(C)(=O)=O.CCOS(C)(=O)=O.CCOS(C)(=O)=O.CCOS(C)(=O)=O.CCOS(C)(=O)=O.CCOS(C)(=O)=O.CCOS(C)(=O)=O.CCOS(C)(=O)=O.CCOS(C)(=O)=O.CCOS(C)(=O)=O",
  "max_force_ha_per_bohr": 0.0873,
  "e_above_lowest_kcal_mol": 184.7,
  "lumo_ev": 0.01,
  "gap_ev": 10.80
}